1.
{
  "formula": "C4H3N3O",
  "method": "the ωB97M-V functional and the def2-TZVPD basis",
  "total_energy_ha": -393.45884,
  "total_charge": 0,
  "e_above_lowest_ev": 7.0903,
  "max_force_ev_per_a": 14.922,
  "spin_multiplicity": 1,
  "lumo_energy_ev": -0.9,
  "orbital_gap_ev": 9.65,
  "smiles": "N#CC(C#N)NC=O",
  "e_homo_ha": -0.3870,
  "elements": ["N", "C", "C", "C", "N", "N", "C", "O", "H", "H", "H"],
  "positions_angstrom": [[-2.464, 1.690, -0.710], [-1.277, 0.975, -0.559], [-0.396, 0.381, 0.406], [-0.958, -0.833, 1.182], [-1.487, -1.762, 1.633], [0.963, 0.073, 0.112], [1.400, -0.676, -0.977], [0.528, -0.655, -2.195], [-0.651, 1.360, 0.966], [1.702, 0.420, 0.916], [2.641, -0.974, -0.774]],
  "forces_ev_per_angstrom": [[11.88, -7.14, 0.99], [-13.02, 6.71, -2.85], [-0.94, -0.44, 2.11], [-1.15, 0.33, -0.76], [1.01, 1.29, -0.39], [3.61, 0.56, 1.18], [-2.54, 2.20, -4.79], [5.76, -0.86, 7.98], [1.77, -1.49, 0.74], [-2.47, -1.62, -2.91], [-3.91, 0.46, -1.30]]
}

2.
{
  "formula": "C14H32AlF6O18S6",
  "method": "the ωB97M-V functional and the def2-TZVPD basis",
  "total_energy_ha": -5136.66027,
  "total_charge": 2,
  "max_force_ev_per_a": 4.917,
  "spin_multiplicity": 2,
  "lumo_energy_ev": [-11.9, -11.9],
  "orbital_gap_ev": [3.68, 3.01],
  "e_homo_ha": [-0.5739, -0.5477],
  "elements": ["Al", "C", "F", "F", "F", "S", "O", "O", "O", "C", "F", "F", "F", "S", "O", "O", "O", "O", "S", "O", "O", "C", "C", "C", "H", "H", "H", "H", "H", "H", "H", "H", "O", "S", "O", "O", "C", "C", "C", "H", "H", "H", "H", "H", "H", "H", "H", "O", "S", "O", "O", "C", "C", "C", "H", "H", "H", "H", "H", "H", "H", "H", "O", "S", "O", "O", "C", "C", "C", "H", "H", "H", "H", "H", "H", "H", "H"],
  "positions_angstrom": [[0.130, 1.864, -0.236], [-0.637, -1.084, 4.581], [-0.750, -0.517, 5.769], [0.563, -1.356, 4.245], [-1.432, -2.153, 4.656], [-1.236, 0.055, 3.131], [-1.517, 1.383, 3.611], [-0.119, 0.200, 2.170], [-2.391, -0.594, 2.500], [0.338, 4.908, -4.780], [-0.339, 5.302, -3.771], [-0.557, 4.683, -5.786], [1.274, 5.854, -5.088], [1.199, 3.292, -4.198], [0.804, 3.082, -2.810], [0.881, 2.202, -5.107], [2.633, 3.598, -4.141], [-1.926, -0.106, -0.754], [-2.829, -1.131, -1.279], [-3.047, -1.203, -2.682], [-2.319, -2.662, -0.801], [-2.226, -2.916, 0.610], [-1.723, -4.322, 0.655], [-4.406, -0.993, -0.345], [-3.196, -2.907, 1.106], [-1.432, -2.309, 1.045], [-1.820, -4.711, 1.668], [-0.714, -4.391, 0.248], [-2.445, -4.870, 0.048], [-4.921, -0.277, -0.985], [-4.238, -0.634, 0.671], [-4.831, -1.989, -0.229], [0.326, -0.104, -2.437], [0.317, -1.263, -3.362], [0.364, -2.688, -2.994], [-0.984, -1.032, -4.526], [-1.107, -1.867, -5.682], [-1.017, -0.917, -6.929], [1.696, -1.065, -4.520], [-1.987, -2.506, -5.771], [-0.249, -2.539, -5.690], [-0.876, -1.468, -7.859], [-0.147, -0.291, -6.727], [-1.852, -0.241, -7.112], [1.716, -0.134, -5.086], [1.785, -1.944, -5.159], [2.663, -1.157, -4.026], [1.094, -2.473, 1.738], [1.882, -1.992, 0.655], [1.520, -0.785, -0.029], [3.485, -1.831, 1.239], [4.050, -2.890, 2.057], [5.527, -2.828, 2.174], [2.231, -3.481, -0.485], [3.863, -3.884, 1.649], [3.580, -2.898, 3.041], [6.009, -3.115, 1.239], [5.986, -3.568, 2.829], [5.963, -1.882, 2.496], [3.309, -3.634, -0.536], [1.803, -3.255, -1.462], [1.748, -4.351, -0.040], [0.760, 3.331, 2.283], [0.632, 4.085, 3.552], [1.368, 5.291, 3.752], [-0.978, 4.497, 3.646], [-1.373, 5.225, 4.816], [-2.758, 5.675, 4.619], [1.029, 2.870, 4.942], [-0.721, 6.073, 5.023], [-1.389, 4.560, 5.680], [-3.169, 6.202, 5.480], [-3.339, 4.761, 4.487], [-2.821, 6.181, 3.656], [0.155, 2.328, 5.304], [1.327, 3.504, 5.777], [1.810, 2.203, 4.577]],
  "forces_ev_per_angstrom": [[-0.02, -0.98, -0.15], [-2.39, -0.02, 0.31], [0.58, 0.84, -0.48], [1.61, -0.66, 0.28], [0.53, 0.17, -0.92], [-0.81, -1.07, -1.14], [-0.33, 0.63, 0.62], [-0.39, -0.09, 0.37], [1.09, 0.62, 0.83], [0.42, 0.26, -1.78], [-0.93, 0.84, 1.72], [1.87, 0.10, 0.78], [-1.44, -1.81, -0.04], [2.00, 0.43, -0.91], [-0.84, -0.25, 1.46], [-0.28, 0.09, 0.13], [-1.06, -0.19, -0.46], [-0.10, -0.29, -0.07], [-0.03, -1.61, 2.72], [0.14, -0.11, 0.07], [-0.78, 2.88, -1.33], [1.09, -0.54, 0.15], [-0.74, -0.57, -0.05], [1.16, -0.03, -0.54], [0.05, 0.64, -0.04], [-0.59, 0.56, 0.11], [0.42, -0.02, 0.01], [-0.13, -0.21, 0.16], [0.37, -0.51, -0.12], [-0.57, -0.25, 0.35], [0.31, 0.35, -0.30], [-0.27, 0.17, -0.70], [-0.81, -2.78, -2.20], [1.85, -0.13, -0.67], [-0.99, 3.09, -0.09], [0.03, -0.08, 1.10], [1.76, 0.49, -0.68], [0.17, 0.45, 0.32], [0.54, -0.28, -0.17], [-0.65, 0.37, 0.75], [-0.10, -0.18, -0.07], [0.08, -0.42, 0.26], [0.07, 0.02, -0.28], [-0.21, -0.24, 0.49], [-0.49, -0.02, 0.20], [-0.78, 0.06, -0.22], [-0.26, 0.35, 0.92], [-0.71, 0.17, 0.22], [3.93, -2.89, 0.63], [0.32, 0.38, -0.12], [-1.95, 0.68, -1.13], [-0.88, -1.07, 0.83], [1.84, 0.48, -0.61], [-0.55, 1.30, 0.35], [-0.54, 0.05, -0.37], [-0.17, 0.35, -0.04], [-0.11, 0.42, -0.37], [-0.79, -0.18, 0.48], [-0.35, 0.18, -0.09], [-0.16, 0.28, 0.03], [0.09, -0.08, 0.19], [-0.05, 0.26, 0.08], [-0.43, 0.59, 0.87], [-1.54, -0.60, -0.09], [0.15, -0.67, -0.17], [2.33, -1.38, -0.56], [0.63, 0.37, 1.46], [-1.11, -0.72, -1.04], [-0.70, 1.25, -0.39], [0.32, -0.17, -0.25], [0.47, -0.20, 0.08], [0.21, 0.26, -0.28], [-0.40, 0.03, 0.07], [-0.26, 0.59, 0.33], [-0.14, 0.01, -0.58], [0.42, -0.03, -0.22], [-0.03, 0.27, 0.00]]
}

3.
{
  "formula": "H14O7",
  "method": "the ωB97M-V functional and the def2-TZVPD basis",
  "total_energy_ha": -535.09470,
  "total_charge": 0,
  "e_above_lowest_ev": 0.7930,
  "max_force_ev_per_a": 2.252,
  "spin_multiplicity": 1,
  "lumo_energy_ev": 0.3,
  "orbital_gap_ev": 11.40,
  "smiles": "O.O.O.O.O.O.O",
  "e_homo_ha": -0.4091,
  "elements": ["O", "H", "H", "O", "H", "H", "O", "H", "H", "O", "H", "H", "O", "H", "H", "O", "H", "H", "O", "H", "H"],
  "positions_angstrom": [[-1.903, 0.947, -0.502], [-2.718, 1.286, -0.934], [-1.978, -0.020, -0.646], [-0.277, 0.368, 1.776], [-1.039, 0.749, 1.264], [-0.220, -0.571, 1.438], [1.914, 1.838, 1.114], [1.045, 1.383, 1.378], [2.506, 1.100, 1.002], [0.771, 1.785, -1.487], [1.233, 2.024, -0.662], [-0.211, 1.747, -1.385], [2.086, -0.550, -0.826], [1.574, 0.206, -1.256], [2.671, -0.094, -0.256], [0.223, -2.079, 0.542], [0.862, -1.490, -0.043], [0.575, -2.907, 0.881], [-2.243, -1.744, -0.802], [-1.699, -2.130, -0.124], [-3.170, -1.849, -0.471]],
  "forces_ev_per_angstrom": [[-0.99, 0.43, -0.61], [0.81, -0.11, 0.52], [0.16, -0.11, -0.07], [-1.04, -0.50, -0.89], [0.84, -0.35, 0.53], [0.11, 0.97, 0.51], [-1.28, -0.05, 0.11], [1.04, 0.36, -0.11], [0.38, -0.12, 0.35], [-0.36, -0.30, -0.64], [-0.72, 0.25, 0.22], [1.11, 0.01, 0.55], [-1.70, -0.11, -1.36], [0.32, -0.64, 0.24], [1.08, 0.40, 0.77], [0.13, 1.42, -0.95], [-0.50, -1.81, 1.24], [0.57, 0.35, -0.37], [-2.05, 0.24, -0.09], [0.96, -0.38, 0.56], [1.13, 0.05, -0.50]]
}

4.
{
  "formula": "C4H10O2",
  "method": "the ωB97M-V functional and the def2-TZVPD basis",
  "total_energy_ha": -308.86275,
  "total_charge": 0,
  "e_above_lowest_ev": 0.9635,
  "max_force_ev_per_a": 0.411,
  "spin_multiplicity": 1,
  "lumo_energy_ev": 1.0,
  "orbital_gap_ev": 11.11,
  "smiles": "COC[C@@H](C)O",
  "e_homo_ha": -0.3716,
  "elements": ["C", "O", "C", "C", "C", "O", "H", "H", "H", "H", "H", "H", "H", "H", "H", "H"],
  "positions_angstrom": [[-1.917, 1.703, -0.002], [-0.680, 1.209, 0.445], [-0.426, -0.103, -0.010], [1.029, -0.413, 0.299], [1.388, -1.849, -0.033], [1.870, 0.439, -0.454], [-1.918, 1.850, -1.093], [-2.744, 1.023, 0.258], [-2.083, 2.664, 0.490], [-0.585, -0.170, -1.099], [-1.099, -0.823, 0.485], [1.181, -0.237, 1.377], [2.460, -2.007, 0.117], [1.150, -2.078, -1.077], [0.842, -2.543, 0.615], [1.531, 1.335, -0.317]],
  "forces_ev_per_angstrom": [[-0.25, 0.15, -0.07], [0.02, 0.00, -0.01], [0.07, -0.23, -0.05], [-0.22, -0.30, 0.17], [0.00, -0.03, -0.01], [-0.02, 0.28, 0.01], [-0.01, -0.04, 0.16], [0.15, 0.10, -0.01], [0.01, -0.12, -0.09], [0.03, 0.00, 0.13], [0.10, 0.12, -0.04], [0.01, -0.01, -0.14], [-0.14, 0.03, -0.02], [0.04, 0.05, 0.12], [0.07, 0.09, -0.10], [0.12, -0.09, -0.06]]
}

5.
{
  "formula": "C3H5N3OS",
  "method": "the ωB97M-V functional and the def2-TZVPD basis",
  "total_energy_ha": -754.80233,
  "total_charge": 0,
  "e_above_lowest_ev": 6.4417,
  "max_force_ev_per_a": 6.139,
  "spin_multiplicity": 1,
  "lumo_energy_ev": -0.3,
  "orbital_gap_ev": 7.53,
  "e_homo_ha": -0.2865,
  "elements": ["C", "C", "C", "H", "H", "H", "H", "H", "N", "N", "N", "O", "S"],
  "positions_angstrom": [[-1.009, 0.184, 0.404], [-0.553, -0.560, -1.528], [0.582, 0.061, -1.174], [-2.232, -0.617, 2.023], [-0.771, 0.606, 2.691], [-0.626, -1.317, -2.389], [2.860, -0.684, -2.424], [1.523, 1.214, 1.897], [-1.463, 0.096, 1.728], [-1.598, -0.479, -0.687], [0.207, 0.658, 0.144], [1.050, 0.249, 1.356], [2.029, 0.587, -2.042]],
  "forces_ev_per_angstrom": [[-3.40, -2.84, 0.60], [-0.10, -2.18, -2.85], [1.05, 0.76, 1.46], [2.14, 2.04, -1.15], [-3.09, -2.48, -4.69], [-0.01, 1.84, 0.93], [-2.00, 2.33, 1.29], [-2.27, -4.07, -3.11], [0.81, 1.02, 2.81], [0.77, 1.49, 3.83], [3.32, -0.60, 1.14], [1.68, 4.86, 0.40], [1.11, -2.17, -0.66]]
}

6.
{
  "formula": "CH5PS",
  "method": "the ωB97M-V functional and the def2-TZVPD basis",
  "total_energy_ha": -780.49842,
  "total_charge": 0,
  "e_above_lowest_ev": 3.3772,
  "max_force_ev_per_a": 4.036,
  "spin_multiplicity": 1,
  "lumo_energy_ev": [-1.8, -0.2],
  "orbital_gap_ev": [6.59, 8.74],
  "e_homo_ha": [-0.3095, -0.3276],
  "elements": ["C", "P", "S", "H", "H", "H", "H", "H"],
  "positions_angstrom": [[1.538, -0.771, -0.102], [-0.988, 0.627, -0.113], [-2.711, -0.340, -0.065], [2.038, 0.136, -0.033], [1.122, -1.191, 0.798], [1.406, -1.370, -0.883], [-1.407, 1.710, -0.717], [-0.997, 1.198, 1.116]],
  "forces_ev_per_angstrom": [[-1.39, 0.96, 3.46], [0.07, -2.41, 0.55], [-0.22, -0.72, -0.15], [0.98, 1.17, -0.26], [0.16, 0.09, 0.39], [-0.12, -1.90, -3.56], [-0.17, 2.40, -1.78], [0.69, 0.42, 1.34]]
}